{
  "formula": "C15H48N2O9",
  "method": "ωB97M-V/def2-TZVPD",
  "orbital_gap_ev": 9.6,
  "energy_ha": -1386.6607,
  "smiles": "NC(N)=O.CC(C)O.CC(C)O.CC(C)O.CO.CO.CO.CO.CO",
  "species": ["N", "C", "N", "O", "H", "H", "H", "H", "C", "C", "C", "O", "H", "H", "H", "H", "H", "H", "H", "H", "C", "C", "C", "O", "H", "H", "H", "H", "H", "H", "H", "H", "C", "C", "C", "O", "H", "H", "H", "H", "H", "H", "H", "H", "C", "O", "H", "H", "H", "H", "C", "O", "H", "H", "H", "H", "C", "O", "H", "H", "H", "H", "C", "O", "H", "H", "H", "H", "C", "O", "H", "H", "H", "H"],
  "xyz": [[-0.3647, -3.5221, 0.6206], [-0.6664, -4.0853, -0.4859], [0.1520, -5.0554, -0.9044], [-1.8887, -3.7910, -1.1146], [-1.0556, -2.8600, 1.0101], [0.2396, -4.0050, 1.2786], [-0.1765, -5.6231, -1.7561], [1.1191, -5.0228, -0.7565], [2.5749, -0.1476, 2.9517], [1.8953, -1.4628, 2.4225], [0.9870, -2.0800, 3.4736], [1.2567, -1.4043, 1.3581], [3.1639, 0.3957, 2.2552], [3.2930, -0.3983, 3.7941], [1.9277, 0.5478, 3.3833], [2.5979, -2.1840, 2.0689], [1.4959, -2.0542, 4.4685], [0.7682, -3.1178, 3.2367], [0.0992, -1.5251, 3.7010], [0.8359, -2.2333, 1.2611], [2.0009, 1.6676, -1.5201], [2.8631, 0.7065, -2.3426], [3.1564, -0.6087, -1.5973], [2.4458, 0.3624, -3.4550], [1.0491, 1.8077, -1.9235], [2.5558, 2.6180, -1.5487], [2.1247, 1.4265, -0.4641], [3.7959, 1.2398, -2.5543], [3.6660, -1.3007, -2.1716], [2.3275, -1.2009, -1.0959], [3.7310, -0.3590, -0.7417], [2.1271, 1.1443, -3.7747], [-1.3488, 0.6264, -3.6946], [-1.5644, -0.6764, -2.9003], [-0.7732, -0.6689, -1.6153], [-2.7746, -0.8874, -2.5943], [-1.9104, 1.4847, -3.2289], [-1.7876, 0.6581, -4.7083], [-0.2793, 0.8921, -3.6704], [-1.2146, -1.4216, -3.5997], [-0.7501, 0.2771, -1.1634], [0.2447, -0.6778, -1.8382], [-1.0259, -1.4416, -0.9079], [-3.0679, -1.6045, -3.1252], [-1.0177, 1.0916, 1.7432], [0.2766, 1.3282, 1.0797], [-1.1468, -0.0002, 1.8902], [-1.8175, 1.3793, 1.1274], [-1.2355, 1.4171, 2.7283], [0.8839, 0.5979, 1.2060], [-3.0813, -2.0836, 2.8052], [-2.4451, -1.9564, 1.5432], [-3.1239, -3.1582, 3.0808], [-4.0457, -1.5876, 2.8320], [-2.4567, -1.5903, 3.5429], [-3.1650, -1.7896, 0.9376], [-1.4063, 3.6339, -0.5346], [-0.0042, 3.7276, -0.3200], [-1.8074, 4.3826, -1.1950], [-2.0298, 3.7270, 0.4384], [-1.4999, 2.7245, -1.0152], [0.2523, 3.2173, 0.4847], [2.7217, 3.2110, 1.9880], [3.9099, 3.7795, 2.5358], [2.2213, 3.9324, 1.3568], [1.9038, 3.0563, 2.7259], [2.9484, 2.3336, 1.4683], [4.5535, 4.0186, 1.8528], [-4.0436, 2.0642, -1.7588], [-3.4700, 1.2209, -0.8134], [-3.4963, 2.9013, -2.1414], [-5.1072, 2.1219, -1.7783], [-4.0438, 1.4663, -2.6238], [-3.0734, 0.3978, -1.2170]],
  "mulliken_charge": [-0.170, 0.497, -0.461, -0.671, 0.000, 0.201, 0.290, 0.195, -1.722, 1.049, -1.460, 0.106, 0.443, 0.406, 0.399, 0.253, 0.440, 0.506, 0.128, -0.011, -0.099, 0.073, -1.473, -0.521, 0.179, 0.535, -0.628, 0.447, 0.529, 0.065, 0.408, 0.410, -0.807, 0.087, -0.118, -0.605, 0.027, 0.432, -0.082, 0.564, -0.113, 0.642, -0.525, 0.421, -0.575, 0.820, -0.049, 0.181, 0.356, -0.585, -0.877, -0.405, 0.257, 0.387, 0.257, 0.245, -0.101, -0.613, 0.440, 0.227, -0.245, 0.170, -0.252, -0.604, 0.318, 0.189, 0.004, 0.305, -0.841, -0.573, 0.289, 0.374, 0.284, 0.355]
}